Entry 1:
Entry from the OMol25 dataset: a cluster of 2 separate species, H2N2O2S in total (the ωB97M-V functional and the def2-TZVPD basis).

Last column: Löwdin charge in e.
CARTESIAN COORDINATES (ANGSTROEM)
S1 2.387 -0.191 -0.060  0.79
O1 -0.871 0.881 0.001  -0.06
O2 1.606 1.072 0.129  -0.69
N1 -0.997 -0.533 -0.134  -0.25
N2 -0.230 -1.329 0.297  0.04
H1 0.043 0.863 0.365  -0.01
H2 -1.938 -0.763 -0.598  0.18

## Properties
Highest occupied orbital energy (alpha / beta) ... -9.128 / -9.111 eV
Relative energy (zero: lowest compared OMol25 entry of this formula, charge and spin) ... 298.0 kJ/mol
HOMO-LUMO gap (alpha / beta) ... 7.2580 / 7.2410 eV

=====

Entry 2:
Entry from the OMol25 dataset: the ion H2N2O3 with charge -2 (the ωB97M-V functional and the def2-TZVPD basis).

Last column: Löwdin charge in e.
CARTESIAN COORDINATES (ANGSTROEM)
O1 -2.101 -0.296 -0.364  -0.55
O2 -0.050 0.934 -0.386  -0.32
O3 2.321 0.276 -0.133  -0.52
N1 -1.304 0.700 0.165  -0.40
N2 1.101 -0.275 -0.216  -0.26
H1 0.994 -0.669 -1.184  0.03
H2 -1.122 0.447 1.162  0.03

## Properties
Highest occupied orbital energy ... 3.170 eV
Relative energy (zero: lowest compared OMol25 entry of this formula, charge and spin) ... 302.1 kJ/mol
Charge ... -2
Structure (SMILES) ... [O-]NON[O-]
HOMO-LUMO gap ... 5.0907 eV

=====

Entry 3:
Entry from the OMol25 dataset: a cluster of 2 separate species, H2N2O3 in total (the ωB97M-V functional and the def2-TZVPD basis).

Last column: Löwdin charge in e.
CARTESIAN COORDINATES (ANGSTROEM)
O1 0.454 1.221 0.388  -0.12
O2 0.546 -1.852 -0.353  0.10
O3 -0.271 1.073 -0.876  -0.10
N1 -1.002 -1.914 1.227  0.24
N2 -0.266 -1.815 0.451  -0.34
H1 -0.894 1.801 -0.999  0.08
H2 1.433 1.487 0.161  0.14

## Properties
Highest occupied orbital energy ... -11.194 eV
Relative energy (zero: lowest compared OMol25 entry of this formula, charge and spin) ... 33.4 kJ/mol
Structure (SMILES) ... N#[N+][O-].OO
HOMO-LUMO gap ... 11.9675 eV

=====

Entry 4:
Entry from the OMol25 dataset: an isolated molecule of H2N2O3S (the ωB97M-V functional and the def2-TZVPD basis).

Last column: Löwdin charge in e.
CARTESIAN COORDINATES (ANGSTROEM)
S1 0.645 -0.027 0.143  1.19
O1 -2.941 0.019 -0.016  0.10
O2 2.499 -0.429 0.201  -0.43
O3 -0.997 1.090 0.138  -0.23
N1 -1.032 -0.975 -0.252  -0.02
N2 -1.750 0.014 -0.045  -0.63
H1 0.794 0.288 -1.166  0.03
H2 2.783 0.019 0.998  -0.01

## Properties
Highest occupied orbital energy ... -10.630 eV
Relative energy (zero: lowest compared OMol25 entry of this formula, charge and spin) ... 507.7 kJ/mol
HOMO-LUMO gap ... 8.4809 eV

=====

Entry 5:
Entry from the OMol25 dataset: a cluster of 2 separate species, H2N2O3Si in total (the ωB97M-V functional and the def2-TZVPD basis).

Last column: Löwdin charge in e.
CARTESIAN COORDINATES (ANGSTROEM)
Si1 0.008 0.219 -0.060  0.66
O1 4.808 -1.699 -0.751  0.04
O2 1.419 -0.072 0.450  -0.45
O3 4.755 1.531 0.448  0.04
N1 4.746 -0.522 -0.429  -0.04
N2 4.833 0.352 0.366  -0.06
H1 -0.667 1.070 -0.964  -0.10
H2 -0.836 -0.850 0.221  -0.10

## Properties
Highest occupied orbital energy ... -9.606 eV
Relative energy (zero: lowest compared OMol25 entry of this formula, charge and spin) ... 246.9 kJ/mol
Structure (SMILES) ... O=[SiH2].O=NN=O
HOMO-LUMO gap ... 8.8451 eV

=====

Entry 6:
Entry from the OMol25 dataset: an isolated molecule of H2N2O3Si (the ωB97M-V functional and the def2-TZVPD basis).

Last column: Löwdin charge in e.
CARTESIAN COORDINATES (ANGSTROEM)
Si1 -0.438 -0.089 -0.249  0.74
O1 -3.036 -0.915 -0.147  0.01
O2 -0.594 2.447 -0.985  -0.02
O3 -0.564 1.141 -2.668  0.00
N1 -0.593 1.325 -1.462  -0.51
N2 -1.923 -0.850 0.223  -0.21
H1 0.290 -0.947 -1.098  -0.03
H2 -0.071 0.581 1.129  0.02

## Properties
Highest occupied orbital energy (alpha / beta) ... -9.484 / -9.569 eV
Relative energy (zero: lowest compared OMol25 entry of this formula, charge and spin) ... 156.4 kJ/mol
Structure (SMILES) ... O=N[SiH2][N+](=O)[O-]
HOMO-LUMO gap (alpha / beta) ... 8.3551 / 8.3043 eV

=====

Entry 7:
Entry from the OMol25 dataset: a cluster of 2 separate species, H2N2O4 in total (the ωB97M-V functional and the def2-TZVPD basis).

Last column: Löwdin charge in e.
CARTESIAN COORDINATES (ANGSTROEM)
O1 0.507 0.318 0.324  -0.08
O2 1.615 -1.372 -0.614  0.06
O3 -1.968 1.004 -0.485  0.07
O4 2.473 0.538 -0.511  0.08
N1 1.573 -0.224 -0.285  -0.55
N2 -1.441 0.228 0.309  0.01
H1 -1.249 -0.841 -0.060  0.24
H2 -1.511 0.350 1.323  0.17

## Properties
Highest occupied orbital energy (alpha / beta) ... -9.974 / -9.973 eV
Relative energy (zero: lowest compared OMol25 entry of this formula, charge and spin) ... 290.9 kJ/mol
HOMO-LUMO gap (alpha / beta) ... 7.4696 / 7.4671 eV

=====

Entry 8:
Entry from the OMol25 dataset: a structure of composition H2N2O4P (the ωB97M-V functional and the def2-TZVPD basis).

Last column: Löwdin charge in e.
CARTESIAN COORDINATES (ANGSTROEM)
P1 -2.037 -0.742 0.047  0.51
O1 -1.710 -1.242 -1.319  -0.38
O2 -3.468 0.939 -0.890  -0.01
O3 -2.985 -1.333 1.022  -0.37
O4 -2.148 2.117 0.207  0.03
N1 0.078 -0.689 1.051  -0.15
N2 -2.539 1.072 -0.168  -0.50
H1 0.445 -0.314 0.128  -0.05
H2 0.201 -1.693 1.178  -0.08

## Properties
Highest occupied orbital energy ... -5.120 eV
Relative energy (zero: lowest compared OMol25 entry of this formula, charge and spin) ... 277.8 kJ/mol
Charge ... -1
HOMO-LUMO gap ... 9.3532 eV